Model w:
Molecular formula: C20H20N2O2
Method: DFT, ωB97M-V with the def2-TZVPD basis set

Structure (SMILES): O=C1c2ccccc2C(=O)N1[C@H](c1ccccc1)N1CCCCC1
M: 320.39 g/mol
HOMO: -8.1184 eV
Gap between HOMO and LUMO: 7.73 eV

ORCA input file:
```
! RIJCOSX wB97M-V def2-TZVPD def2/J DEFGRID3
* xyz 0 1
O -1.3069 1.2637 0.1702
C -1.6212 0.2915 -0.5139
C -2.8692 -0.0624 -1.1477
C -3.9906 0.7120 -1.3738
C -5.0545 0.1147 -2.0360
C -5.0375 -1.2692 -2.3780
C -3.9319 -2.0378 -2.0563
C -2.8229 -1.3755 -1.5091
C -1.4842 -1.8372 -1.0398
O -1.1938 -3.0238 -0.9921
N -0.6939 -0.7214 -0.6422
C 0.3664 -0.5647 0.3703
C 0.2884 0.1319 1.8384
C 0.7801 1.3271 2.4113
C 0.8332 1.4645 3.8290
C 0.2204 0.5335 4.6679
C -0.2662 -0.6476 4.0906
C -0.3033 -0.7923 2.6986
N 1.5297 -0.0327 -0.2520
C 1.6382 -0.2130 -1.6582
C 2.4421 0.8947 -2.3474
C 3.8352 1.0319 -1.7246
C 3.7035 1.1597 -0.1969
C 2.8998 -0.0178 0.3820
H -3.9993 1.7482 -1.0374
H -5.9378 0.6992 -2.2983
H -5.8886 -1.7122 -2.8803
H -3.8532 -3.1110 -2.2054
H 0.3684 -1.6817 0.7988
H 1.0324 2.1608 1.7399
H 1.3184 2.3586 4.2191
H 0.2678 0.7020 5.7425
H -0.6059 -1.4403 4.7571
H -0.8588 -1.6469 2.2841
H 0.6313 -0.2190 -2.0787
H 2.1286 -1.1841 -1.8818
H 1.9354 1.8647 -2.2786
H 2.5521 0.6765 -3.4170
H 4.4699 0.1533 -1.9466
H 4.3704 1.9163 -2.0902
H 4.6661 1.2064 0.3446
H 3.1765 2.1015 0.0536
H 2.8469 0.0529 1.4723
H 3.4184 -0.9751 0.1121
*
```

---

Model x:
Molecular formula: C20H20N2O2
Method: DFT, ωB97M-V with the def2-TZVPD basis set

Structure (SMILES): Cc1ccc(C2=Nc3ccccc3N[C@@](C)(c3ccc(C)o3)C2)o1
M: 320.39 g/mol
HOMO: -7.6865 eV
Gap between HOMO and LUMO: 8.11 eV

ORCA input file:
```
! RIJCOSX wB97M-V def2-TZVPD def2/J DEFGRID3
* xyz 0 1
C -5.3440 1.7558 -1.1589
C -3.9410 1.7539 -1.6856
C -3.5015 2.3290 -2.8263
C -2.0685 2.0806 -2.9053
C -1.7775 1.3568 -1.7456
C -0.3868 0.9920 -1.3533
N 0.5848 1.0803 -2.2093
C 1.8638 0.6167 -1.8747
C 2.9800 1.4255 -2.2629
C 4.3003 1.0121 -1.8946
C 4.5078 -0.1918 -1.2245
C 3.4080 -0.9793 -0.8967
C 2.0969 -0.5780 -1.2060
N 1.1164 -1.4430 -0.7485
C 0.1009 -0.9647 0.2178
C -1.1475 -1.7258 -0.1995
C 0.4886 -1.2842 1.6481
C 1.3642 -2.2723 2.0698
C 1.4091 -2.2201 3.5343
C 0.5240 -1.2344 3.8925
C 0.3431 -0.7728 5.2940
O -0.0796 -0.7084 2.7606
C -0.1517 0.5339 0.0773
O -2.9199 1.2050 -0.9849
H -5.6492 0.7326 -0.9658
H -6.0029 2.2109 -1.9227
H -5.4085 2.3228 -0.2216
H -4.0771 2.8966 -3.5712
H -1.3356 2.4239 -3.6134
H 2.8285 2.3841 -2.7305
H 5.1026 1.5930 -2.2368
H 5.4829 -0.5404 -0.9438
H 3.5653 -1.9462 -0.4068
H 1.4320 -2.3862 -0.5722
H -0.9661 -2.7881 -0.0486
H -1.9845 -1.3790 0.4554
H -1.3776 -1.5331 -1.2600
H 2.0170 -2.8848 1.4239
H 2.0028 -2.8401 4.1701
H 1.0608 -1.2726 5.9443
H -0.6662 -1.0000 5.6647
H 0.4992 0.3155 5.3601
H 0.7303 1.0483 0.5055
H -1.0237 0.8762 0.6516
*
```

---

The least stable of the structures above is model x, whereas model w is the most stable.